The following is a DFT calculation (ωB97M-V/def2-TZVPD) of C8H10N2OS in the gas phase.

Element x y z (Å)
N (2.98095, 1.92123, 0.12879)
C (2.60958, 0.63431, -0.01820)
S (3.63357, -0.79277, 0.13190)
C (2.32974, -1.82848, -0.08448)
C (1.12258, -1.13702, -0.12554)
C (1.27923, 0.25262, -0.18020)
C (0.16727, 1.24688, -0.12509)
O (0.20919, 2.48665, -0.39946)
N (-1.11881, 0.98005, 0.33920)
C (-1.74164, -0.28490, 0.52467)
C (-2.25913, -1.21220, -0.54010)
C (-3.24088, -0.22818, 0.11611)
H (3.87619, 2.40604, -0.29597)
H (2.18458, 2.66262, 0.24199)
H (2.44307, -2.89043, -0.31781)
H (0.35252, -1.85036, -0.20323)
H (-1.65960, 1.77719, 0.67521)
H (-1.51716, -0.75953, 1.58148)
H (-2.14521, -2.21306, -0.07521)
H (-1.87407, -1.09418, -1.52105)
H (-4.05761, -0.60264, 0.85847)
H (-3.57437, 0.52613, -0.71147)

Cartesian forces (eV/Å) of the 6 atoms listed first:
N 1.4 4.2 -0.3
C -0.4 -0.3 -0.6
S 0.6 1.6 -0.3
C -1.7 0.1 -0.2
C 2.6 -2.5 -0.3
C -1.1 0.9 0.8

Kohn-Sham gap = 8.628 eV
Spin multiplicity = 1
Relative energy (zero: lowest compared OMol25 entry of this formula, charge and spin) = 215.90 kJ/mol
M = 182.2 g/mol
SMILES string = Nc1sccc1C(=O)NC1CC1



The following is a DFT calculation (ωB97M-V/def2-TZVPD) of a molecular structure, C8H10N2Sr.

Element x y z (Å)
C (0.90025, -1.12135, 1.31098)
C (0.48437, -1.96478, 0.24193)
C (-0.93076, -2.10357, 0.31808)
C (-1.39066, -1.33767, 1.42470)
C (-0.25888, -0.72589, 2.03772)
Sr (-0.43588, 0.22167, -0.11693)
N (0.31064, 1.89677, 0.15074)
C (1.17613, 1.76454, -1.07863)
C (0.88255, 0.39493, -1.74089)
H (-1.55569, -2.66736, -0.37724)
H (1.13311, -2.42242, -0.50525)
H (-2.42990, -1.21063, 1.73190)
H (-0.27952, -0.05628, 2.89988)
H (1.92253, -0.79513, 1.51133)
H (1.77847, -0.23636, -1.82821)
H (0.95748, 2.60309, -1.77067)
H (0.56224, 2.69091, 0.73984)
H (0.36335, 0.48174, -2.70721)
H (2.24269, 1.82503, -0.78470)
N (-3.26280, 1.65934, -0.87530)
C (-2.16971, 1.10343, -0.58206)

Cartesian forces (eV/Å) of the 6 atoms listed first:
C 0.2 -1.8 1.4
C 0.3 -1.9 1.2
C 0.2 -1.7 1.3
C 0.0 -1.8 1.3
C 0.3 -1.9 1.5
Sr -0.8 -6.6 -1.0

Net charge = -2
Kohn-Sham gap = 3.849 eV
Spin multiplicity = 1
Relative energy (zero: lowest compared OMol25 entry of this formula, charge and spin) = 492.21 kJ/mol
M = 221.8 g/mol



| no. | electronic energy (eV) |
| --- | --- |
| 1 | -24318.626 |
| 2 | -12262.254 |